This record from the Open Molecules 2025 dataset describes a structure of composition C26H66BCuN2O15V at a distorted geometry. The level of theory is the ωB97M-V functional and the def2-TZVPD basis.

Positions of all 112 atoms, in Å:
O: -15.43152 -3.49633 1.55768
V: -16.75478 -3.44112 0.74980
Cu: -17.69995 0.47703 -0.67012
C: -16.93085 -4.20362 -1.89423
O: -15.99308 -3.79401 -1.19918
O: -17.15465 -5.40586 -2.06869
O: -17.86402 -3.78143 -1.22173
C: -18.57483 -5.22446 1.82494
O: -19.58574 -5.65405 1.27902
O: -18.46246 -4.02901 2.04417
O: -17.59722 -5.46985 1.14218
B: -16.98442 -1.13984 1.04485
H: -15.93788 -1.16205 0.78315
H: -17.17218 -1.82057 1.86069
H: -17.38560 -0.16624 1.28021
H: -17.56570 -1.54451 0.23085
C: -14.54868 -0.58478 -1.89647
O: -15.64339 0.32289 -1.89261
C: -15.55516 1.40100 -2.85660
C: -16.54768 2.54340 -2.42230
N: -17.89379 2.03645 -2.42372
C: -18.85762 3.04576 -1.97570
C: -18.81559 3.28216 -0.42671
O: -18.95792 2.04715 0.30143
C: -19.87131 2.10765 1.41026
H: -14.40841 -0.81737 -2.95209
H: -14.75677 -1.49019 -1.32635
H: -13.61238 -0.21689 -1.47685
H: -15.65346 1.00858 -3.86876
H: -14.57590 1.87635 -2.80005
H: -16.48493 3.43732 -3.04285
H: -16.29673 2.73940 -1.37984
H: -18.16568 1.78491 -3.36335
H: -19.89473 2.74555 -2.12526
H: -18.78312 3.99333 -2.50922
H: -19.65916 3.95186 -0.25937
H: -17.92509 3.79402 -0.06187
H: -20.78174 2.69632 1.29763
H: -19.35074 2.53417 2.26768
H: -20.09188 1.06967 1.65936
C: -23.72275 -9.46960 2.07186
O: -24.11921 -8.11172 1.83345
C: -23.22065 -7.32198 1.05130
C: -23.78721 -5.87537 0.95524
N: -22.82947 -4.90855 0.51246
C: -23.42147 -3.58072 0.21476
C: -22.40632 -2.51181 -0.05924
O: -21.71530 -2.27054 1.17963
C: -20.40145 -1.76323 0.99036
H: -24.50852 -10.02319 2.58586
H: -22.78139 -9.48241 2.62121
H: -23.59317 -9.97603 1.11539
H: -22.97265 -7.67888 0.05169
H: -22.27646 -7.23387 1.58873
H: -24.23661 -5.50054 1.87482
H: -24.53449 -6.04003 0.17899
H: -22.41857 -5.22991 -0.35239
H: -24.03938 -3.30619 1.06969
H: -24.13339 -3.65113 -0.60762
H: -22.92273 -1.62423 -0.42479
H: -21.75468 -2.93368 -0.82440
H: -19.90183 -1.42860 1.89949
H: -20.41732 -0.90968 0.31266
H: -19.64469 -2.41346 0.55146
C: -18.11241 -1.34781 -4.24020
C: -19.34439 -1.15483 -3.38572
C: -20.37979 -2.26810 -3.66981
O: -18.94078 -1.25713 -2.07169
H: -17.54770 -0.43894 -4.03246
H: -18.29837 -1.34842 -5.31422
H: -17.50967 -2.22255 -3.99600
H: -19.81538 -0.17608 -3.47707
H: -21.21375 -2.27746 -2.96801
H: -19.96493 -3.27590 -3.65087
H: -20.82764 -2.20536 -4.66158
H: -18.58194 -2.13907 -1.94913
C: -16.46365 -2.44880 5.58698
C: -15.32670 -2.90335 6.48572
C: -14.29108 -1.74639 6.62849
O: -15.90513 -3.26200 7.69670
H: -16.13980 -2.40025 4.54733
H: -16.76448 -1.45374 5.91475
H: -17.35460 -3.07672 5.59244
H: -14.84210 -3.74735 5.99487
H: -13.51416 -1.86153 7.38429
H: -14.82625 -0.84504 6.92727
H: -13.83218 -1.57398 5.65493
H: -15.22399 -3.38244 8.36239
C: -14.34125 2.02021 4.08032
C: -15.28759 0.93851 3.55854
C: -16.73052 1.11079 4.12925
O: -15.33884 0.98156 2.11692
H: -14.25106 2.02161 5.16659
H: -14.77392 3.01164 3.94627
H: -13.34978 1.97294 3.62995
H: -14.93044 -0.05720 3.82142
H: -16.77896 0.96349 5.20817
H: -17.39044 0.33272 3.74555
H: -17.22366 1.99209 3.71909
H: -15.96722 0.30434 1.85592
C: -11.25867 -1.25496 0.03925
C: -11.73242 -1.84226 1.35374
C: -12.95596 -1.16967 1.90785
O: -12.09296 -3.20654 1.22032
H: -11.27861 -0.16523 0.05258
H: -11.83066 -1.53251 -0.84612
H: -10.22188 -1.56318 -0.09555
H: -10.94802 -1.83473 2.11055
H: -13.25142 -1.59973 2.86485
H: -13.73901 -1.18460 1.14976
H: -12.84047 -0.09371 2.03848
H: -12.44042 -3.41338 0.34964

## Properties
2S+1: 3
Expectation value of S²: 2.025
Total charge: -1
Energy in eV: -132718.42081
Orbital gap (alpha / beta) in eV: 5.30 / 4.97
HOMO (alpha / beta) in eV: -3.5 / -3.5
LUMO (alpha / beta) in eV: 1.78 / 1.46